{"formula": "C28H34Cl5GeN7OTi", "method": "wB97M-V/def2-TZVPD", "total_charge": 2, "s2": 2.011, "e_lumo_ev": [-6.454, -7.019], "spin_multiplicity": 3, "homo_energy_ev": [-13.1, -13.4], "relative_energy_ev": 0.344, "symbols": ["Ti", "N", "C", "N", "C", "N", "N", "C", "C", "C", "C", "C", "C", "N", "C", "C", "C", "C", "C", "C", "H", "H", "H", "H", "H", "H", "H", "H", "H", "H", "H", "Cl", "C", "C", "Cl", "C", "Cl", "C", "O", "C", "Cl", "C", "Cl", "N", "N", "H", "H", "H", "H", "C", "C", "C", "C", "Ge", "C", "C", "C", "C", "H", "H", "H", "H", "H", "H", "H", "H", "H", "H", "H", "H", "H", "H", "H", "H", "H", "H", "H"], "coordinates": [[0.217028, 0.062094, -0.480426], [-1.568730, 1.477239, 3.293332], [-0.744508, 1.053198, 2.354062], [-1.111926, 0.740052, 1.132924], [-2.475804, 0.805363, 0.797654], [-2.887408, 0.382896, -0.350450], [-1.851375, -0.194890, -1.059843], [-2.178700, -1.041742, -1.960889], [-1.084511, -1.838535, -2.509978], [-1.252493, -2.780116, -3.508843], [-0.162674, -3.554157, -3.884672], [1.051473, -3.363396, -3.245028], [1.144368, -2.392976, -2.259437], [0.104155, -1.638789, -1.897029], [-3.415193, 1.324849, 1.780609], [-4.774999, 1.490705, 1.503472], [-5.617151, 1.979721, 2.478594], [-5.120959, 2.302536, 3.743778], [-3.781984, 2.141147, 4.038866], [-2.939473, 1.652990, 3.048865], [-1.202713, 1.678696, 4.213247], [0.302202, 0.965059, 2.623381], [-3.218457, -1.217911, -2.217289], [-2.219947, -2.910688, -3.974148], [-0.265322, -4.301051, -4.660028], [1.918851, -3.956718, -3.496263], [2.075661, -2.207611, -1.737022], [-5.145573, 1.230610, 0.522188], [-6.668981, 2.110252, 2.266474], [-5.790825, 2.681191, 4.503536], [-3.394261, 2.388259, 5.019201], [5.020097, -3.239338, 3.942347], [4.163183, -2.329475, 2.777047], [2.800113, -2.549793, 2.587764], [1.953242, -3.717490, 3.508801], [2.129780, -1.801063, 1.630827], [0.422956, -2.019464, 1.340539], [2.762420, -0.838989, 0.850203], [2.082734, -0.146775, -0.062759], [4.125246, -0.623992, 1.056025], [4.910408, 0.577450, 0.105967], [4.822972, -1.361064, 2.009449], [6.491333, -1.082013, 2.241756], [2.247504, 1.811210, -2.099383], [1.130046, 0.949363, -2.362547], [2.757833, 1.991051, -2.957853], [2.852893, 1.316388, -1.450470], [1.396659, 0.164905, -2.955328], [0.449449, 1.493550, -2.886962], [-0.776968, 7.710062, -0.437807], [-1.046076, 6.250188, -0.775851], [-1.462007, 5.445598, 0.451075], [-1.777361, 3.967614, 0.158933], [-0.177826, 3.101394, -0.547137], [1.372858, 3.281765, 0.628494], [2.252155, 4.461456, 0.193894], [3.481108, 4.609476, 1.088064], [4.364470, 5.774157, 0.661582], [-0.486358, 8.276216, -1.321364], [0.025758, 7.800919, 0.296947], [-1.666099, 8.181671, -0.017106], [-0.145697, 5.815780, -1.229505], [-1.829440, 6.177208, -1.536064], [-2.349637, 5.904753, 0.894632], [-0.677751, 5.511541, 1.214032], [-2.588685, 3.873255, -0.565128], [-2.094232, 3.474203, 1.077926], [0.033591, 3.376007, -2.041032], [1.965059, 2.364124, 0.627114], [0.989335, 3.441893, 1.641382], [1.675457, 5.391615, 0.214537], [2.570206, 4.312904, -0.841775], [4.052420, 3.675817, 1.060806], [3.157597, 4.746504, 2.124451], [4.724033, 5.640125, -0.360050], [5.233875, 5.867784, 1.310738], [3.817120, 6.717412, 0.701275]], "atomic_forces_ev_per_a": [[0.204, -0.098, -0.023], [0.001, 0.001, -0.002], [0.012, 0.005, -0.003], [-0.028, 0.013, 0.017], [0.015, -0.017, -0.023], [0.009, 0.032, 0.027], [-0.074, 0.053, 0.081], [-0.022, -0.005, -0.016], [0.042, 0.001, 0.010], [-0.009, -0.006, 0.011], [0.026, 0.005, 0.008], [-0.028, -0.011, -0.016], [0.003, 0.011, 0.006], [-0.016, -0.071, -0.036], [0.002, 0.001, -0.008], [0.003, 0.009, 0.004], [-0.003, -0.005, -0.006], [0.006, 0.004, 0.010], [-0.007, -0.005, -0.015], [-0.010, -0.009, 0.005], [0.000, 0.000, 0.002], [0.008, 0.008, 0.000], [0.003, -0.022, -0.018], [-0.005, 0.004, 0.009], [0.003, -0.002, 0.000], [0.001, 0.002, -0.001], [-0.001, -0.003, -0.002], [0.002, -0.002, -0.001], [0.000, 0.000, 0.001], [0.000, 0.001, 0.000], [-0.002, 0.000, 0.002], [0.002, -0.003, 0.008], [0.006, 0.008, -0.014], [-0.016, 0.000, -0.001], [0.006, 0.004, -0.003], [-0.010, 0.004, -0.024], [0.014, 0.022, -0.044], [-0.037, -0.015, 0.000], [-0.095, 0.062, 0.024], [0.037, -0.027, 0.035], [-0.015, 0.004, -0.007], [-0.016, -0.010, 0.006], [0.002, 0.006, -0.002], [-0.001, -0.008, -0.009], [-0.031, 0.003, 0.033], [0.010, -0.006, -0.001], [0.010, 0.001, -0.001], [0.008, 0.012, -0.023], [0.009, 0.000, -0.022], [0.003, -0.004, -0.007], [-0.014, 0.011, 0.001], [0.017, -0.010, 0.004], [-0.010, -0.015, -0.020], [-0.039, 0.053, 0.000], [0.037, -0.013, -0.004], [0.010, 0.023, -0.009], [0.001, -0.012, -0.004], [-0.005, 0.002, 0.000], [-0.001, -0.002, 0.000], [0.000, 0.001, 0.001], [-0.001, 0.001, 0.000], [0.002, -0.006, 0.004], [0.001, 0.002, -0.001], [-0.004, -0.003, 0.003], [0.001, 0.009, -0.007], [-0.017, 0.007, 0.019], [-0.006, -0.005, -0.004], [0.001, 0.003, -0.019], [0.014, 0.015, 0.030], [-0.005, -0.009, 0.011], [0.001, -0.001, 0.012], [-0.006, 0.001, 0.003], [-0.003, 0.000, 0.009], [0.003, -0.001, 0.000], [0.000, 0.003, -0.002], [0.001, -0.001, 0.000], [0.001, 0.000, 0.000]]}